[1]
A cluster of 2 separate species, CH2N4O3 in total at a distorted geometry. Source: the OMol25 dataset; level of theory: ωB97M-V/def2-TZVPD.

Gap between HOMO and LUMO in eV: 8.3
LUMO level in eV: -1.8
F_max in eV/A: 7.08
2S+1: 1
SMILES string: N#C/N=N\[N+](=O)[O-].O
Energy relative to the best compared isomer or geometry (same formula, charge and spin) in kcal/mol: 33.3

```
10
CH2N4O3 | the OMol25 dataset | ωB97M-V/def2-TZVPD
N -1.34 3.42 2.85
C -0.47 2.61 2.86
N 0.48 1.79 3.12
N 1.42 1.34 2.62
N 1.79 1.94 1.10
O 1.01 2.80 0.81
O 2.71 1.48 0.57
O -0.88 0.60 0.25
H -0.35 0.27 -0.46
H -1.72 0.76 -0.21
```

---

[2]
An isolated molecule of CH2N4S at a distorted geometry. Source: the OMol25 dataset; level of theory: ωB97M-V/def2-TZVPD.

Gap between HOMO and LUMO in eV: 10.1
LUMO level in eV: 0.0
F_max in eV/A: 3.50
2S+1: 1
SMILES string: Sn1cnnn1
Energy relative to the best compared isomer or geometry (same formula, charge and spin) in kcal/mol: 33.3

```
8
CH2N4S | the OMol25 dataset | ωB97M-V/def2-TZVPD
S -2.07 -0.01 -0.12
N -0.36 -0.07 0.07
C 0.52 0.95 -0.03
N 1.76 0.54 -0.09
N 1.64 -0.75 -0.10
N 0.45 -1.20 -0.08
H -2.05 -1.34 0.32
H 0.10 1.89 0.03
```

---

no.,DFT total energy (Eh)
1,-483.82804
2,-656.42968